Record 1
Below is 3 unconnected molecules or ions with the total composition C5H17NO2 in a non-equilibrium geometry, with properties calculated with wB97M-V/def2-TZVPD.

Geometry as ORCA input:
```
! RIJCOSX wB97M-V def2-TZVPD def2/J DEFGRID3
* xyz 0 1
C -1.12 1.03 -0.07
C -0.82 0.31 -1.39
C -0.15 1.29 -2.33
N 0.00 -0.92 -1.25
C -0.67 -2.02 -0.59
C 1.30 -0.70 -0.63
H -1.79 0.50 0.59
H -1.68 1.92 -0.35
H -0.16 1.28 0.38
H -1.74 -0.14 -1.78
H -0.90 2.01 -2.66
H 0.63 1.82 -1.81
H 0.28 0.85 -3.23
H -1.74 -1.90 -0.76
H -0.36 -2.96 -1.06
H -0.50 -2.11 0.49
H 1.97 -1.48 -0.91
H 1.32 -0.78 0.46
H 1.73 0.27 -0.83
O 0.49 -1.07 2.97
H 0.73 -0.74 3.84
H -0.46 -1.18 3.06
O 1.04 1.65 2.92
H 1.24 0.75 2.61
H 1.38 2.31 2.32
*
```

The energy relative to the best compared isomer or geometry (same formula, charge and spin) is 1.081 eV. The calculation puts the HOMO energy at -8.2 eV. The calculation puts the energy at -11045.176 eV. The frontier orbital gap is 8.80 eV. The SMILES is CC(C)N(C)C.O.O.


Record 2
Below is a molecular structure, C21H21AsClINO7S4V, with properties calculated with wB97M-V/def2-TZVPD.

Geometry as ORCA input:
```
! RIJCOSX wB97M-V def2-TZVPD def2/J DEFGRID3
* xyz 0 3
V -0.20 -1.21 -1.00
C 2.84 -2.08 1.58
C 2.60 -3.52 1.17
S 2.61 -3.63 -0.63
C 1.46 -4.98 -0.92
C 0.03 -4.70 -0.51
S -0.78 -3.35 -1.42
C -0.92 -1.93 1.87
C 0.30 -1.29 2.49
S 1.50 -0.91 1.20
H 3.03 -1.99 2.65
H 3.71 -1.67 1.05
H 3.38 -4.15 1.60
H 1.64 -3.87 1.56
H 1.51 -5.16 -2.00
H 1.82 -5.89 -0.43
H -0.58 -5.58 -0.71
H -0.03 -4.53 0.57
H -1.74 -2.03 2.58
H -0.70 -2.91 1.45
H 0.03 -0.36 2.98
H 0.75 -1.96 3.23
Cl -3.46 4.31 1.61
C -2.76 2.72 1.48
C -3.39 1.68 2.04
C -2.95 0.33 1.84
I -4.27 -1.18 2.38
C -1.80 0.16 1.10
O -1.36 -1.13 0.75
C -1.00 1.20 0.64
N -0.31 0.94 -0.61
C 0.23 2.42 -2.19
C 0.03 3.86 -2.01
C -1.01 4.09 -0.99
C -1.60 2.57 0.55
H -4.29 1.86 2.62
H 0.61 2.11 -3.16
H 0.66 4.62 -2.46
H -1.54 5.03 -1.08
O 3.52 0.07 -0.69
As 2.27 0.53 -1.83
O 2.94 1.05 -3.20
O 1.27 -0.89 -1.95
C 0.97 1.71 -0.96
C 1.55 2.55 0.12
C 0.84 3.47 0.77
C -0.59 3.79 0.51
C -1.89 2.81 -0.99
C -1.06 1.73 -1.69
S -1.96 0.61 -2.77
O -3.37 0.81 -2.59
O -1.39 0.71 -4.08
O -1.59 -0.77 -2.15
H 4.36 0.11 -1.18
H 2.58 2.37 0.40
H 1.34 4.01 1.57
H -0.92 4.59 1.17
H -2.92 2.86 -1.32
*
```

The energy relative to the best compared isomer or geometry (same formula, charge and spin) is 0.000 eV. The calculation puts the HOMO energy (spin up / spin down) at -6.6 / -6.6 eV. The calculation puts the energy at -188427.099 eV. The frontier orbital gap (spin up / spin down) is 4.20 / 5.29 eV.


Record 3
Below is 2 unconnected molecules or ions with the total composition C3H7O3 in a non-equilibrium geometry, with properties calculated with wB97M-V/def2-TZVPD.

Geometry as ORCA input:
```
! RIJCOSX wB97M-V def2-TZVPD def2/J DEFGRID3
* xyz -1 1
C 1.97 0.67 -0.99
O 0.65 1.09 -1.21
H 0.10 0.26 -1.08
H 2.34 0.05 -1.81
H 2.09 0.21 -0.01
H 2.64 1.54 -1.06
C -1.41 -0.03 1.29
C -1.40 -1.23 0.33
O -0.93 -1.01 -0.83
O -1.87 -2.30 0.75
H -1.50 0.91 0.75
H -0.48 -0.03 1.85
H -2.21 -0.13 2.03
*
```

The energy relative to the best compared isomer or geometry (same formula, charge and spin) is 0.586 eV. The calculation puts the HOMO energy at -4.4 eV. The calculation puts the energy at -9368.573 eV. The frontier orbital gap is 8.42 eV.


Record 4
Below is 2 unconnected molecules or ions with the total composition C26H30N3O5S in a non-equilibrium geometry, with properties calculated with wB97M-V/def2-TZVPD.

Geometry as ORCA input:
```
! RIJCOSX wB97M-V def2-TZVPD def2/J DEFGRID3
* xyz -1 1
C 3.49 0.97 0.57
N 3.45 -0.42 0.12
C 4.65 -1.11 0.11
S 6.11 -0.41 0.53
N 4.53 -2.44 -0.25
C 5.78 -3.18 -0.46
C 3.36 -2.92 -0.90
O 3.41 -3.83 -1.73
C 2.11 -2.29 -0.44
C 0.94 -2.94 -0.68
C -0.41 -2.47 -0.48
C -0.84 -1.18 -0.85
C -2.17 -0.82 -0.80
C -3.13 -1.71 -0.24
N -4.43 -1.32 -0.11
C -4.94 -0.14 -0.79
C -3.93 0.98 -0.85
C -2.59 0.48 -1.39
C -5.47 -2.23 0.29
C -4.97 -3.29 1.26
C -3.72 -3.98 0.72
C -2.72 -3.01 0.16
C -1.40 -3.38 -0.02
C 2.25 -1.13 0.43
O 1.48 -0.77 1.31
H 2.56 1.46 0.25
H 3.60 1.02 1.66
H 4.35 1.42 0.09
H 5.54 -4.22 -0.70
H 6.35 -2.73 -1.28
H 6.37 -3.09 0.45
H 1.04 -3.95 -1.07
H -0.11 -0.47 -1.22
H -5.26 -0.42 -1.81
H -5.84 0.17 -0.24
H -4.32 1.77 -1.49
H -3.79 1.40 0.16
H -1.80 1.22 -1.20
H -2.67 0.38 -2.49
H -6.26 -1.63 0.76
H -5.91 -2.71 -0.60
H -4.74 -2.82 2.23
H -5.76 -4.02 1.42
H -3.25 -4.56 1.53
H -4.01 -4.69 -0.06
H -1.09 -4.40 0.22
C 0.08 3.59 -2.20
C 0.58 2.80 -1.02
C 1.22 3.47 0.09
C 0.79 3.26 1.49
C 1.32 4.37 2.42
C 2.79 4.61 2.17
O 3.09 4.87 0.76
C 2.26 4.46 -0.23
O 2.42 4.91 -1.36
O 0.45 1.56 -1.02
H 0.53 4.59 -2.20
H 0.37 3.06 -3.12
H -1.01 3.67 -2.17
H -0.31 3.29 1.53
H 1.12 2.27 1.85
H 0.76 5.30 2.25
H 1.17 4.07 3.46
H 3.15 5.50 2.69
H 3.39 3.75 2.49
*
```

The calculation puts the HOMO energy at -3.2 eV. The calculation puts the energy at -52993.997 eV. The frontier orbital gap is 4.84 eV.


Record 5
Below is C4H4F3N in the gas phase in a non-equilibrium geometry, with properties calculated with wB97M-V/def2-TZVPD.

Geometry as ORCA input:
```
! RIJCOSX wB97M-V def2-TZVPD def2/J DEFGRID3
* xyz 0 1
C 0.46 1.14 1.04
C -0.54 0.72 0.01
N -1.05 0.87 -1.13
C -1.78 -0.13 -0.25
C -3.28 -0.15 0.07
F -4.05 0.09 -1.05
F -3.58 -1.37 0.55
F -3.57 0.71 1.07
H 1.29 0.31 1.19
H -0.18 1.28 1.87
H 0.80 2.05 0.66
H -1.44 -1.06 -0.61
*
```

The energy relative to the best compared isomer or geometry (same formula, charge and spin) is 0.809 eV. The calculation puts the HOMO energy at -10.2 eV. The calculation puts the energy at -13853.294 eV. The frontier orbital gap is 11.02 eV. The SMILES is CC1=N[C@@H]1C(F)(F)F.


Record 6
Below is a molecular structure, C19H15Cl2N4S3Tc in a non-equilibrium geometry, with properties calculated with wB97M-V/def2-TZVPD.

Geometry as ORCA input:
```
! RIJCOSX wB97M-V def2-TZVPD def2/J DEFGRID3
* xyz 1 2
Tc -0.98 -0.09 -0.35
N 1.31 -2.08 2.95
C 0.72 -1.02 2.38
S 0.98 -0.89 0.64
N 0.09 -0.22 3.24
N -1.30 1.72 -0.28
C -2.21 -1.31 0.45
C -3.42 -1.00 -0.27
C -4.74 -1.43 -0.22
C -5.61 -0.91 -1.17
C -5.17 0.00 -2.12
C -3.83 0.39 -2.10
N -3.01 -0.12 -1.21
H 1.80 -2.74 2.38
H 1.26 -2.21 3.95
H -2.07 -2.22 1.03
H -5.07 -2.14 0.52
H -6.65 -1.22 -1.17
H -5.83 0.40 -2.87
H -3.42 1.09 -2.82
Cl -0.70 1.06 2.47
C 0.54 2.32 2.23
C 1.51 2.40 3.21
C 2.46 3.41 3.11
C 2.40 4.32 2.07
C 1.40 4.21 1.11
Cl 1.36 5.39 -0.16
C 0.45 3.19 1.15
S -0.75 3.18 -0.19
H 1.52 1.69 4.02
H 3.23 3.49 3.86
H 3.11 5.13 2.00
S -0.37 -0.92 -2.38
C 1.30 -1.52 -2.33
C 1.54 -2.90 -2.35
C 2.84 -3.37 -2.33
C 3.91 -2.48 -2.29
C 3.67 -1.11 -2.28
C 2.37 -0.63 -2.31
H 0.71 -3.58 -2.38
H 3.03 -4.44 -2.34
H 4.93 -2.85 -2.27
H 4.50 -0.42 -2.27
H 2.18 0.43 -2.32
*
```

The energy relative to the best compared isomer or geometry (same formula, charge and spin) is 6.197 eV. The calculation puts the HOMO energy (spin up / spin down) at -10.7 / -10.6 eV. The calculation puts the energy at -85645.491 eV. The frontier orbital gap (spin up / spin down) is 6.50 / 5.84 eV.